Entry 1:
{
  "formula": "C21H17ClN2O4",
  "method": "the ωB97M-V functional and the def2-TZVPD basis",
  "symbols": ["C", "C", "H", "H", "O", "H", "O", "C", "Cl", "O", "H", "H", "C", "C", "H", "C", "C", "H", "C", "H", "H", "C", "H", "C", "C", "C", "H", "C", "H", "C", "H", "C", "H", "C", "C", "N", "C", "O", "C", "H", "N", "C", "H", "C", "H"],
  "positions_angstrom": [[-4.924107, 1.800768, -0.314798], [6.593051, 1.711667, 0.797522], [5.441707, 2.716722, -2.089033], [4.034113, 1.661844, -2.094878], [-7.393435, -0.395112, 0.923059], [1.696902, -2.951177, -1.940969], [-7.574762, 1.584337, 0.107126], [6.949141, -0.597917, 1.295161], [-2.391344, -1.671736, 1.088877], [-1.421814, 0.902440, -0.303980], [8.418103, 0.933735, 1.596228], [-5.552648, 2.625509, -0.612274], [-2.753102, 0.755761, -0.122729], [-1.110719, -1.084904, -1.656586], [3.820687, 3.415355, -2.064903], [7.417818, 0.702958, 1.262398], [4.433652, 2.593855, -1.700281], [0.979636, 0.528755, 0.448401], [4.839948, 0.128459, 0.391995], [4.894386, 3.529994, 0.175073], [-0.631338, -2.825623, -2.791293], [5.302486, 1.452530, 0.359883], [6.957438, 2.728968, 0.772505], [4.464376, 2.587552, -0.169283], [2.930666, -1.339304, -0.264678], [1.033376, -2.161630, -1.624635], [-5.189295, -1.250452, 1.138667], [-5.501056, 0.673010, 0.258425], [2.992830, 0.678451, -0.274200], [0.665810, -0.201045, -0.283062], [5.300821, -1.897143, 0.884986], [-0.645747, -0.154105, -0.734686], [-3.080631, 2.688668, -0.947239], [-3.350126, -0.358573, 0.492174], [5.667561, -0.885093, 0.865653], [-6.928681, 0.615939, 0.444225], [1.513474, -1.204763, -0.735682], [3.451458, -2.427171, -0.134455], [-3.560757, 1.832304, -0.501199], [3.444171, 2.543190, 0.225204], [3.535650, -0.140324, -0.043475], [-0.266814, -2.091891, -2.089035], [-2.126929, -1.021589, -2.017943], [-4.719608, -0.399397, 0.669696], [7.580045, -1.395754, 1.656393]],
  "forces_ev_per_angstrom": [[-0.29, -0.18, 0.11], [-0.03, -0.09, 0.02], [0.07, -0.01, -0.06], [-0.02, -0.07, -0.08], [-0.18, -0.26, 0.13], [0.06, -0.07, -0.02], [-0.21, 0.22, -0.07], [0.05, 0.15, 0.00], [-0.23, 0.03, 0.21], [0.23, 0.08, 0.21], [0.09, 0.02, 0.03], [0.00, 0.03, -0.01], [-0.65, -0.12, 0.11], [0.00, 0.37, 0.09], [-0.05, 0.05, -0.10], [0.13, -0.03, 0.02], [-0.09, 0.12, 0.13], [0.04, 0.08, 0.09], [0.45, -0.07, 0.17], [-0.10, -0.05, 0.08], [-0.03, -0.06, -0.07], [-0.08, 0.06, 0.08], [0.00, 0.11, 0.00], [0.08, -0.13, -0.21], [-0.15, 0.01, -0.08], [0.16, 0.00, 0.08], [0.03, -0.03, 0.01], [1.32, 0.03, -0.14], [0.02, -0.22, -0.03], [-0.26, 0.08, -0.06], [-0.01, -0.02, 0.00], [0.40, -0.31, -0.54], [0.05, 0.07, -0.06], [0.22, 0.21, -0.09], [-0.08, -0.20, -0.01], [-0.43, -0.01, 0.06], [-0.36, -0.18, -0.08], [0.06, -0.06, -0.02], [0.28, -0.28, 0.05], [-0.01, 0.08, 0.06], [-0.17, 0.52, 0.00], [0.04, 0.06, 0.06], [-0.08, -0.01, -0.03], [-0.31, 0.14, -0.07], [0.04, -0.08, 0.03]],
  "lumo_energy_ev": -0.743,
  "homo_lumo_gap_ev": 7.8,
  "homo_energy_ev": -8.56,
  "total_charge": 0,
  "smiles": "CCc1ccccc1NC(=O)c1cccc(Oc2ccc([N+](=O)[O-])cc2Cl)c1"
}

Entry 2:
{
  "formula": "C4H6F2N4O",
  "method": "the ωB97M-V functional and the def2-TZVPD basis",
  "symbols": ["H", "H", "N", "C", "H", "H", "H", "N", "C", "O", "N", "C", "H", "F", "F", "C", "N"],
  "positions_angstrom": [[-0.487048, -1.712035, 0.562121], [3.127108, 1.110748, 1.217293], [3.756121, -0.392368, -0.071015], [-0.749041, 1.177015, -0.166238], [-1.137505, -0.494140, -1.394733], [-1.225661, -0.599035, 1.663309], [-3.132231, 0.501688, 0.163314], [1.883720, -0.560138, -1.086569], [2.914706, 0.339299, 0.593414], [-2.807882, 0.319465, -0.716853], [1.696047, 0.206187, -0.046356], [-1.467132, -1.108461, 0.675011], [-2.381193, -1.646662, 0.604277], [-0.882079, 1.975970, 0.863878], [-0.647316, 1.953949, -1.285849], [-1.552250, -0.144632, -0.480985], [3.091629, -0.926857, -1.094019]],
  "forces_ev_per_angstrom": [[-1.90, 0.44, -0.09], [0.52, 1.55, 2.27], [1.45, 0.06, 0.23], [1.20, 2.39, -2.74], [0.54, -0.39, -0.69], [-1.10, -0.44, -1.07], [-1.05, 0.22, 0.31], [-1.77, -0.08, -0.05], [-2.52, -1.48, -2.98], [-1.07, 0.60, -0.14], [-1.56, 2.00, 1.20], [3.45, 0.22, 0.62], [-0.45, -0.97, 0.60], [0.27, -1.82, -1.08], [0.27, -1.78, 2.69], [2.11, 0.77, 1.63], [1.61, -1.29, -0.72]],
  "lumo_energy_ev": [-2.536, -2.534],
  "homo_lumo_gap_ev": [6.9, 6.9],
  "homo_energy_ev": [-9.48, -9.48],
  "total_charge": 0
}

Entry 3:
{
  "formula": "C19H20N4O5S",
  "method": "the ωB97M-V functional and the def2-TZVPD basis",
  "symbols": ["N", "H", "C", "S", "H", "C", "H", "C", "C", "H", "N", "C", "N", "C", "H", "C", "O", "C", "H", "O", "H", "O", "H", "C", "H", "H", "H", "H", "C", "C", "C", "C", "H", "H", "N", "C", "H", "C", "C", "C", "H", "O", "H", "H", "C", "C", "H", "H", "O"],
  "positions_angstrom": [[-5.495278, -1.455982, 0.234828], [-5.074743, -3.478491, -0.066209], [-5.665310, -2.836964, 0.590622], [0.731262, 3.903648, -0.234865], [-1.812357, 3.177620, -0.462421], [5.487356, -0.709619, 0.885357], [4.208413, 1.881223, 1.141639], [-4.329189, -0.739526, 0.235357], [-3.026660, -1.082535, 0.555595], [4.442644, -3.064654, -0.464657], [4.753962, -0.418552, -0.330941], [3.389435, 1.211096, 0.870995], [2.215023, 2.012668, 0.626572], [5.062659, -1.266098, -1.470474], [-2.775452, -2.080654, 0.876647], [2.341967, 3.302845, 0.189731], [6.443768, -2.740120, -0.090951], [-0.041751, 2.346268, 0.118016], [5.568165, -3.341673, -1.816036], [0.827152, 0.260907, 0.974894], [-6.418341, 2.065809, -1.853616], [3.357141, 3.936322, 0.142505], [-1.035705, -0.359514, 0.698155], [6.739726, -1.513208, 0.534992], [-7.806839, 1.392549, -0.963978], [4.201295, -1.248551, -2.140772], [7.392542, -0.903307, -0.107025], [-6.722842, -3.072187, 0.475444], [-1.376852, 2.251395, -0.099987], [5.336661, -2.680335, -0.976980], [-6.541315, -0.642176, -0.173490], [-2.346524, 1.200097, 0.035728], [5.931783, -0.874499, -2.010607], [5.788848, 0.217547, 1.379653], [-6.000386, 0.599489, -0.427253], [-4.644245, 0.570847, -0.185399], [-5.363889, -3.006773, 1.626047], [0.969791, 1.403528, 0.597160], [-6.772424, 1.723274, -0.879241], [3.718884, 0.440276, -0.414908], [-6.709977, 2.545281, -0.163372], [-7.701104, -0.966554, -0.282386], [7.290021, -1.764897, 1.444719], [3.168405, 0.516150, 1.684951], [-3.675978, 1.538822, -0.289815], [-2.052321, -0.108721, 0.452718], [4.865765, -1.291850, 1.578753], [-3.923182, 2.537680, -0.614089], [3.079992, 0.612114, -1.431622]],
  "forces_ev_per_angstrom": [[-0.05, 0.13, -0.05], [-0.03, -0.01, 0.02], [-0.06, -0.18, 0.04], [0.06, 0.17, -0.07], [-0.05, 0.04, -0.03], [0.15, -0.16, 0.33], [-0.08, -0.10, 0.01], [0.42, 0.52, -0.07], [-0.47, -0.06, -0.06], [0.08, 0.04, -0.10], [0.17, -0.17, -0.20], [-0.17, -0.02, -0.11], [0.43, -0.56, 0.32], [0.01, -0.25, -0.18], [0.04, -0.12, 0.04], [-0.64, 0.36, -0.09], [0.04, -0.09, 0.05], [-0.75, 0.56, -0.35], [-0.09, 0.08, 0.05], [0.05, -0.08, -0.06], [-0.03, 0.01, 0.02], [0.32, 0.07, -0.06], [0.04, 0.01, 0.01], [0.04, 0.27, 0.17], [0.06, 0.06, -0.01], [0.15, -0.04, 0.04], [-0.05, -0.05, 0.10], [0.09, -0.02, 0.02], [1.01, 0.27, 0.12], [-0.21, 0.03, -0.22], [-0.20, -0.10, 0.00], [-0.40, -0.65, 0.13], [-0.10, -0.05, -0.04], [0.02, -0.09, 0.04], [0.03, -0.06, 0.02], [0.42, -0.27, 0.15], [-0.02, -0.02, -0.03], [0.12, -0.24, 0.23], [-0.11, 0.09, -0.04], [0.07, 0.12, 0.28], [-0.02, 0.00, -0.03], [-0.37, -0.09, -0.04], [-0.05, 0.15, -0.07], [0.12, 0.10, -0.06], [-0.02, -0.20, 0.06], [0.15, 0.29, -0.07], [0.10, 0.06, 0.03], [-0.03, 0.14, -0.05], [-0.20, 0.12, -0.19]],
  "lumo_energy_ev": -0.450,
  "homo_lumo_gap_ev": 7.4,
  "homo_energy_ev": -7.83,
  "total_charge": 0,
  "smiles": "Cn1c(=O)n(C)c2cc(/C=C3/SC(=O)N(CC(=O)N4CCOCC4)C3=O)ccc21"
}

Calculated total energy, record by record: -45743.4886, -17682.4220, -47062.4669 eV
Energy above the lowest of the compared OMol25 structures with the same formula, charge and spin, record by record: 0.0000, 3.2854, 0.0000 eV